Below is a cluster of 4 separate species, C22H22N4O9 in total, with properties calculated with the ωB97M-V functional and the def2-TZVPD basis.

**LUMO level**: -0.0151 Eh
**Molecular weight**: 486.44 g mol⁻¹
**Gap between HOMO and LUMO**: 9.6 eV
**Multiplicity**: 1
**SMILES string**: O=[N+]([O-])c1ccccc1.O=[N+]([O-])c1ccccc1.O=[N+]([O-])c1ccccc1.C[C@@]1(N)COC(=O)O1
**Energy**: -1747.46492 a.u.

Positions of all 57 atoms, in Å:
C: 6.1027 0.3065 1.7712
C: 5.5610 -0.9452 1.0553
N: 6.4094 -1.5308 0.0724
C: 5.0542 -1.9964 2.0608
O: 3.6676 -1.7325 2.1646
C: 3.3128 -0.8116 1.2505
O: 2.2393 -0.2583 1.1782
O: 4.3433 -0.5903 0.3979
H: 5.7727 1.1989 1.2541
H: 7.1850 0.2789 1.7773
H: 5.7610 0.3483 2.7974
H: 7.2834 -1.8481 0.4561
H: 6.5618 -0.9089 -0.7050
H: 5.5197 -1.9546 3.0353
H: 5.2313 -2.9889 1.6571
C: 0.1153 0.1402 -1.1777
C: 1.3031 -0.0904 -1.8611
C: 1.2972 -0.2199 -3.2410
C: 0.0953 -0.1165 -3.9154
C: -1.0964 0.1043 -3.2544
C: -1.0824 0.2349 -1.8759
N: 0.0809 -0.2323 -5.3808
O: 1.1329 -0.4492 -5.9404
O: -0.9850 -0.0976 -5.9453
H: 0.1250 0.2474 -0.1032
H: 2.2332 -0.1623 -1.3216
H: 2.2150 -0.3968 -3.7806
H: -2.0227 0.1734 -3.8009
H: -2.0080 0.4132 -1.3460
C: -4.0028 2.4276 -3.9791
C: -5.3212 2.0747 -3.7244
C: -6.1275 2.9054 -2.9634
C: -5.5928 4.0807 -2.4707
C: -4.2819 4.4479 -2.7092
C: -3.4834 3.6101 -3.4699
N: -6.4482 4.9728 -1.6721
O: -7.5869 4.6176 -1.4606
O: -5.9618 6.0087 -1.2741
H: -3.3788 1.7816 -4.5820
H: -5.7232 1.1528 -4.1204
H: -7.1536 2.6414 -2.7588
H: -3.8896 5.3706 -2.3101
H: -2.4556 3.8807 -3.6673
C: 0.8953 -2.7563 3.5736
C: 0.5882 -3.6697 4.5749
C: -0.5841 -3.5430 5.3018
C: -1.4362 -2.4959 5.0083
C: -1.1502 -1.5740 4.0192
C: 0.0263 -1.7081 3.2992
N: -2.6888 -2.3625 5.7680
O: -2.9043 -3.1719 6.6441
O: -3.4309 -1.4511 5.4733
H: 1.8108 -2.8637 3.0097
H: 1.2638 -4.4859 4.7901
H: -0.8291 -4.2478 6.0815
H: -1.8319 -0.7631 3.8131
H: 0.2697 -0.9951 2.5260

Löwdin atomic charge list, values in e, 2 entries: number 1, C, carries 0.02; number 2, C, carries -0.54